ORCA calculation (ωB97M-V/def2-TZVPD) on C41H45BBrN8O3V as an isolated structure.

Structure (XYZ):
```
100
Properties=species:S:1:pos:R:3:forces:R:3
V -0.29681 -0.40371 0.24861 0.6 0.4 0.6
C -1.70007 0.13411 -5.14991 0.0 0.0 0.0
C -1.98901 0.19099 -3.68602 0.0 -0.1 0.0
C -3.19627 0.33764 -3.04545 0.0 0.1 -0.1
C -2.88299 0.36519 -1.67709 -0.1 0.0 0.1
N -1.57567 0.21295 -1.49137 0.0 -0.1 -0.3
N -1.03529 0.10443 -2.73611 0.0 0.1 0.2
B 0.47221 0.17081 -2.95877 0.3 -0.2 0.0
N 0.94022 1.61491 -2.53869 -0.2 0.0 0.1
N 0.16302 2.36331 -1.72383 0.1 -0.1 -0.1
C 0.66916 3.58078 -1.72043 0.0 0.2 0.0
C 1.80656 3.65118 -2.54881 0.1 0.0 0.1
C 1.93758 2.37720 -3.05736 0.0 0.0 0.1
C 2.97876 1.86649 -3.99353 0.0 0.0 0.0
C -0.00159 4.62287 -0.92388 0.0 0.0 -0.1
C -1.36054 4.49515 -0.63160 0.0 0.0 0.0
C -2.00322 5.44544 0.14632 0.0 0.0 0.0
C -1.30312 6.54416 0.63021 0.0 0.0 0.0
C 0.04595 6.68196 0.33574 0.0 0.0 0.0
C 0.69338 5.72410 -0.43299 0.0 0.0 0.0
N 1.19077 -1.06007 -2.29624 -0.2 -0.1 0.0
N 0.83379 -1.61610 -1.08663 0.1 -0.1 -0.7
C 1.47854 -2.77398 -0.98702 0.0 -0.1 0.2
C 2.24911 -2.99625 -2.13940 0.0 0.0 -0.1
C 2.02243 -1.91145 -2.94889 0.1 0.0 0.0
C 2.54913 -1.72534 -4.33440 0.0 0.0 0.0
C 1.37771 -3.71240 0.15290 0.1 0.0 -0.2
C 0.25811 -3.77488 0.97488 -0.1 -0.1 0.0
C 0.19794 -4.72300 1.98922 0.0 0.0 -0.1
C 1.24578 -5.60450 2.20400 0.0 0.0 0.0
C 2.37496 -5.53164 1.39774 0.0 0.0 0.0
C 2.43663 -4.59299 0.38059 0.0 0.0 0.1
C -3.86463 0.57354 -0.59825 0.1 0.0 0.0
C -3.60518 1.45414 0.44325 0.0 0.1 0.0
C -4.54679 1.68950 1.43189 0.0 0.0 0.0
C -5.77627 1.04604 1.38415 0.0 0.0 0.0
C -6.05468 0.17991 0.33613 0.0 0.0 0.0
C -5.10653 -0.05120 -0.65053 0.0 -0.1 0.1
H -2.63928 0.09246 -5.70121 0.0 0.0 0.0
H -1.10968 -0.74534 -5.40811 0.0 0.0 0.0
H -1.14498 1.01339 -5.48289 0.0 0.0 0.0
H -4.16719 0.44945 -3.50006 0.0 0.0 0.0
H 0.70944 0.06505 -4.13166 0.0 0.1 0.0
H 2.43335 4.50119 -2.76840 0.0 0.0 0.0
H 3.63535 2.68750 -4.28109 0.0 0.0 0.0
H 2.54100 1.43586 -4.89604 0.0 0.0 0.0
H 3.59613 1.10066 -3.52069 0.0 0.0 0.0
H -1.89880 3.64024 -1.02454 0.0 0.0 0.0
H -3.05609 5.32602 0.37094 0.0 0.0 0.0
H -1.80685 7.28921 1.23378 0.0 0.0 0.0
H 0.60081 7.53147 0.71574 0.0 0.0 0.0
H 1.75348 5.81575 -0.63978 0.0 0.0 0.0
H 2.85289 -3.85555 -2.37685 0.0 0.0 0.0
H 3.21290 -2.55818 -4.56607 0.0 0.0 0.0
H 3.11492 -0.80610 -4.45434 0.0 0.1 0.0
H 1.74665 -1.71158 -5.07349 0.0 0.0 0.0
H -0.54662 -3.05415 0.86323 0.0 0.0 0.0
H -0.67649 -4.75068 2.62819 0.0 0.0 0.0
H 1.19271 -6.33031 3.00709 0.0 0.0 0.0
H 3.21312 -6.19640 1.56914 0.0 0.0 0.0
H 3.33293 -4.52033 -0.22295 0.0 0.0 0.0
H -2.66248 1.97682 0.44452 0.0 0.0 0.0
H -4.31953 2.37879 2.23676 0.0 0.0 0.0
H -6.51434 1.22199 2.15738 0.0 0.0 0.0
H -7.00981 -0.32925 0.28847 0.0 0.0 0.0
H -5.31329 -0.75016 -1.45209 0.0 0.0 0.0
N -0.56928 1.50857 1.58758 -0.3 -0.2 -0.5
C 0.49711 1.94093 2.49860 0.0 0.0 0.1
C 1.67155 2.54885 1.75007 0.0 0.1 -0.1
C 2.60603 1.51845 1.13868 0.1 0.0 0.0
N 1.97368 0.61837 0.16256 -0.1 0.1 0.0
H -0.62377 2.12946 0.77896 0.1 0.1 0.2
H -1.46636 1.53741 2.05472 0.0 -0.1 0.0
H 0.83601 1.07365 3.07021 -0.1 0.0 0.0
H 0.10584 2.67488 3.21017 0.0 0.1 0.0
H 2.25660 3.16220 2.44304 0.0 0.0 0.0
H 1.29367 3.23831 0.98536 0.0 -0.1 0.0
H 3.00962 0.88626 1.93133 0.0 0.0 0.0
H 3.45979 2.04366 0.69443 0.0 0.0 0.0
H 2.36909 -0.30552 0.33029 0.0 0.0 0.0
H 2.21377 0.89710 -0.77870 0.0 0.0 -0.1
Br 1.06544 -4.76406 7.68018 0.0 0.0 0.0
C 1.29729 -3.76376 6.07397 0.0 0.0 0.0
C 2.56314 -3.66136 5.52313 0.0 0.0 0.0
C 2.72134 -2.93363 4.35164 0.0 0.0 0.0
C 1.63292 -2.32366 3.74495 0.1 0.1 0.0
C 0.37261 -2.44400 4.31461 -0.1 0.0 0.1
C 0.19548 -3.16422 5.48867 0.0 0.0 0.0
C 1.81375 -1.57475 2.43302 -0.1 -0.1 -0.1
O 2.95240 -1.50754 1.94602 0.1 0.0 0.0
O 0.75042 -1.10177 1.94614 -0.2 -0.1 0.3
H 3.40537 -4.14565 5.99801 0.0 0.0 0.0
H 3.68924 -2.83713 3.87706 0.0 0.0 0.0
H -0.46851 -1.98785 3.80593 0.0 0.0 0.0
H -0.78370 -3.26850 5.93620 0.0 0.0 0.0
C -2.71520 -2.37786 0.05027 0.0 0.0 0.0
O -1.88276 -1.53616 0.75412 -0.2 0.0 0.0
H -3.70743 -2.46789 0.52713 0.0 0.0 0.0
H -2.32308 -3.41289 -0.02738 0.0 0.0 0.0
H -2.90540 -2.06699 -0.99437 0.0 0.0 0.0
```
Forces are in eV/Å.

As for the HOMO energy (spin up / spin down): -3.119 / -5.079 eV. The maximum force comes out at 0.96 eV/Å. The value obtained for the energy above the lowest of the compared OMol25 structures with the same formula, charge and spin is 7.5 kcal/mol. The calculation puts the electronic energy at -5796.313713 hartree. The charge is -1. For the orbital gap (spin up / spin down), the calculation gives 5.526 / 7.484 eV. As for the spin multiplicity: 4.

Löwdin population analysis, charges in e, atoms 1 to 99: atom 1 (V): 0.781, atom 2 (C): -0.030, atom 3 (C): -0.267, atom 4 (C): 0.026, atom 5 (C): -0.259, atom 6 (N): 0.069, atom 7 (N): 0.036, atom 8 (B): -0.478, atom 9 (N): 0.016, atom 10 (N): 0.131, atom 11 (C): -0.271, atom 12 (C): 0.019, atom 13 (C): -0.290, atom 14 (C): -0.028, atom 15 (C): -0.182, atom 16 (C): -0.040, atom 17 (C): -0.083, atom 18 (C): -0.105, atom 19 (C): -0.095, atom 20 (C): -0.047, atom 21 (N): 0.051, atom 22 (N): 0.048, atom 23 (C): -0.206, atom 24 (C): 0.021, atom 25 (C): -0.272, atom 26 (C): -0.030, atom 27 (C): -0.148, atom 28 (C): -0.026, atom 29 (C): -0.073, atom 30 (C): -0.098, atom 31 (C): -0.094, atom 32 (C): -0.040, atom 33 (C): -0.166, atom 34 (C): -0.035, atom 35 (C): -0.079, atom 36 (C): -0.101, atom 37 (C): -0.088, atom 38 (C): -0.042, atom 39 (H): 0.075, atom 40 (H): 0.076, atom 41 (H): 0.082, atom 42 (H): 0.108, atom 43 (H): 0.106, atom 44 (H): 0.101, atom 45 (H): 0.077, atom 46 (H): 0.075, atom 47 (H): 0.078, atom 48 (H): 0.103, atom 49 (H): 0.100, atom 50 (H): 0.094, atom 51 (H): 0.096, atom 52 (H): 0.109, atom 53 (H): 0.105, atom 54 (H): 0.078, atom 55 (H): 0.050, atom 56 (H): 0.077, atom 57 (H): 0.067, atom 58 (H): 0.109, atom 59 (H): 0.097, atom 60 (H): 0.093, atom 61 (H): 0.104, atom 62 (H): 0.073, atom 63 (H): 0.099, atom 64 (H): 0.093, atom 65 (H): 0.096, atom 66 (H): 0.115, atom 67 (N): -0.009, atom 68 (C): -0.235, atom 69 (C): -0.179, atom 70 (C): -0.231, atom 71 (N): 0.019, atom 72 (H): 0.048, atom 73 (H): 0.076, atom 74 (H): 0.106, atom 75 (H): 0.107, atom 76 (H): 0.110, atom 77 (H): 0.089, atom 78 (H): 0.102, atom 79 (H): 0.109, atom 80 (H): 0.052, atom 81 (H): 0.059, atom 82 (Br): 0.675, atom 83 (C): -0.696, atom 84 (C): -0.132, atom 85 (C): -0.017, atom 86 (C): -0.123, atom 87 (C): -0.020, atom 88 (C): -0.127, atom 89 (C): -0.609, atom 90 (O): 0.001, atom 91 (O): -0.124, atom 92 (H): 0.092, atom 93 (H): 0.116, atom 94 (H): 0.125, atom 95 (H): 0.096, atom 96 (C): -0.297, atom 97 (O): -0.426, atom 98 (H): 0.065, atom 99 (H): 0.060